No. 1
{"formula": "C25H41ClF4N2O4P", "method": "ωB97M-V/def2-TZVPD", "charge": 1, "homo_energy_ev": -10.52, "lumo_energy_ev": -2.75, "max_force_ev_per_a": 2.59, "orbital_gap_ev": 7.77, "symbols": ["C", "C", "C", "C", "C", "C", "P", "O", "O", "N", "C", "O", "C", "Cl", "C", "C", "C", "C", "C", "C", "C", "C", "C", "C", "C", "F", "F", "C", "F", "F", "H", "H", "H", "H", "H", "H", "H", "H", "H", "H", "H", "H", "H", "H", "H", "H", "H", "H", "H", "H", "H", "H", "H", "H", "H", "H", "H", "C", "N", "C", "C", "C", "C", "O", "H", "H", "H", "H", "H", "H", "H", "H", "H", "H", "H", "H", "H", "H"], "coordinates": [[3.387, -0.862, 3.074], [2.816, -0.456, 1.700], [2.201, 0.955, 1.699], [1.060, 1.165, 0.665], [-0.254, 1.635, 1.330], [-1.523, 0.767, 1.193], [-1.785, 0.785, -0.715], [-3.197, 1.573, -0.886], [-1.983, -0.743, -1.291], [-2.603, 1.648, 1.694], [-3.741, 0.837, 1.814], [-4.882, 1.200, 1.806], [-3.284, -0.669, 1.940], [-4.162, -1.146, 3.450], [-3.935, -1.379, 0.715], [-5.144, -2.281, 0.961], [-1.716, -0.559, 2.025], [-0.790, -1.670, 1.439], [-1.245, -3.096, 1.189], [-0.518, -3.812, 0.238], [-0.822, -5.123, -0.074], [-1.854, -5.774, 0.586], [-2.582, -5.087, 1.541], [-2.271, -3.768, 1.836], [-1.237, -0.382, 3.493], [0.074, 0.015, 3.512], [-1.904, 0.613, 4.134], [-1.269, -1.658, 4.394], [-1.364, -1.239, 5.680], [-0.101, -2.331, 4.273], [4.351, -1.352, 2.933], [3.570, 0.009, 3.700], [2.744, -1.582, 3.576], [3.659, -0.449, 1.003], [2.116, -1.206, 1.333], [1.881, 1.225, 2.702], [3.013, 1.646, 1.457], [0.953, 0.308, 0.003], [1.410, 1.988, 0.036], [-0.081, 1.918, 2.365], [-0.536, 2.570, 0.838], [-3.519, 1.442, -1.788], [-1.253, -0.948, -1.882], [-2.366, 2.195, 2.510], [-4.297, -0.602, 0.040], [-3.220, -1.952, 0.140], [-5.403, -2.702, -0.015], [-6.022, -1.730, 1.290], [-4.929, -3.132, 1.600], [0.127, -1.750, 2.021], [-0.447, -1.311, 0.470], [0.296, -3.329, -0.293], [-0.260, -5.654, -0.830], [-2.117, -6.798, 0.359], [-3.407, -5.553, 2.062], [-2.879, -3.259, 2.570], [-2.100, -2.328, 4.213], [3.190, 1.786, -5.061], [2.704, 3.119, -4.568], [1.360, 3.373, -5.176], [3.650, 4.183, -5.014], [2.523, 3.139, -3.064], [3.789, 2.973, -2.255], [4.396, 1.721, -2.535], [3.039, 1.758, -6.138], [4.243, 1.681, -4.840], [2.613, 1.003, -4.580], [1.464, 3.378, -6.258], [0.995, 4.337, -4.831], [0.684, 2.582, -4.865], [4.641, 3.963, -4.630], [3.301, 5.143, -4.640], [3.672, 4.189, -6.101], [1.819, 2.338, -2.836], [2.063, 4.096, -2.819], [3.525, 3.007, -1.194], [4.499, 3.783, -2.449], [5.173, 1.624, -1.974]], "mulliken_charge": [-1.33, 0.00, -1.51, 0.51, -3.09, -0.01, -0.22, -0.39, -0.48, -0.29, -0.34, -0.57, 1.50, -0.16, -0.78, -1.83, 2.19, -1.26, 0.11, -0.46, -1.03, -0.50, -1.31, 0.40, 0.09, -0.01, -0.40, 0.40, -0.33, -0.25, 0.39, 0.32, 0.25, 0.47, 0.01, 0.60, 0.50, 0.50, -0.21, 0.90, 0.73, 0.41, 0.36, 0.44, 0.50, 0.34, 0.47, 0.38, 0.35, 0.79, 0.62, 0.36, 0.41, 0.41, 0.43, 0.45, 0.15, -0.81, -0.02, -0.89, -0.88, -0.71, -0.55, -0.51, 0.39, 0.40, 0.33, 0.41, 0.38, 0.39, 0.38, 0.35, 0.40, 0.53, 0.32, 0.35, 0.44, 0.31]}

=====

No. 2
{"formula": "C25H41F3O2P2Sn", "method": "ωB97M-V/def2-TZVPD", "charge": 2, "homo_energy_ev": -12.59, "lumo_energy_ev": -8.96, "max_force_ev_per_a": 5.91, "de_lowest_ev": 0.520, "orbital_gap_ev": 3.63, "symbols": ["Sn", "C", "C", "C", "C", "C", "C", "H", "H", "H", "C", "H", "H", "H", "C", "H", "H", "H", "C", "H", "H", "H", "C", "H", "H", "H", "C", "C", "C", "C", "C", "C", "C", "C", "H", "H", "H", "H", "H", "H", "H", "H", "H", "H", "H", "H", "P", "C", "C", "P", "C", "C", "C", "H", "H", "H", "H", "H", "H", "H", "H", "H", "H", "H", "H", "H", "H", "F", "C", "F", "F", "C", "O", "O"], "coordinates": [[3.377, 0.527, 1.599], [-2.012, -1.196, 3.583], [-1.581, -2.230, 2.689], [0.205, -1.642, 4.013], [-0.895, -0.822, 4.384], [-0.204, -2.472, 2.940], [-3.382, -0.664, 3.694], [-3.874, -0.623, 2.715], [-3.374, 0.348, 4.117], [-4.006, -1.290, 4.352], [-0.856, 0.231, 5.414], [-1.833, 0.706, 5.532], [-0.113, 0.998, 5.146], [-0.563, -0.193, 6.386], [1.527, -1.647, 4.672], [1.464, -2.095, 5.676], [1.905, -0.626, 4.783], [2.249, -2.227, 4.092], [0.632, -3.485, 2.262], [0.629, -4.444, 2.806], [1.675, -3.144, 2.202], [0.272, -3.678, 1.246], [-2.407, -2.957, 1.710], [-2.545, -4.014, 1.995], [-1.929, -2.944, 0.719], [-3.402, -2.512, 1.618], [-0.980, 1.734, 0.451], [-1.949, 0.857, 0.724], [-2.692, 0.006, -0.255], [-1.900, -0.489, -1.496], [-0.595, -1.156, -1.246], [0.601, -0.554, -1.174], [0.956, 0.890, -1.051], [-0.205, 1.885, -0.823], [-3.555, 0.592, -0.632], [-1.764, 0.353, -2.192], [-3.102, -0.870, 0.273], [-0.874, 1.880, -1.693], [-0.630, 2.381, 1.265], [-2.315, 0.784, 1.758], [0.251, 2.885, -0.798], [1.720, 1.038, -0.254], [1.471, -1.215, -1.134], [1.486, 1.165, -1.977], [-2.533, -1.238, -2.004], [-0.628, -2.253, -1.182], [-0.272, 1.471, -3.947], [-0.543, 3.231, -4.417], [-1.496, 0.743, -5.121], [2.088, -0.443, -4.416], [1.298, 1.185, -4.888], [1.274, -1.466, -5.731], [3.647, -0.191, -5.379], [0.286, 3.844, -4.043], [-1.480, 3.575, -3.962], [-0.614, 3.330, -5.506], [-1.406, 1.216, -6.108], [-2.504, 0.944, -4.729], [-1.375, -0.340, -5.225], [3.436, 0.023, -6.431], [4.233, -1.112, -5.305], [4.207, 0.640, -4.935], [2.002, 1.994, -4.634], [1.090, 1.227, -5.972], [1.805, -2.423, -5.777], [1.352, -0.982, -6.714], [0.221, -1.657, -5.505], [3.120, 2.348, 6.156], [2.739, 3.066, 5.061], [1.530, 3.604, 5.322], [3.632, 4.060, 4.867], [2.657, 2.086, 3.793], [3.660, 2.105, 2.979], [1.687, 1.342, 3.661]], "mulliken_charge": [1.22, -0.34, 1.48, 0.50, 1.06, 0.18, -1.58, 0.43, 0.51, 0.32, -1.20, 0.41, 0.08, 0.38, -1.12, 0.32, 0.10, 0.38, -1.67, 0.33, 0.40, 0.35, -1.44, 0.43, 0.29, 0.46, -0.97, -0.34, -0.42, -0.46, -0.35, -0.10, 1.75, -0.64, 0.48, -0.72, -0.03, -0.08, 0.49, 0.49, 0.59, -1.85, 0.52, 0.15, 0.68, 0.60, 0.98, -1.52, -1.43, 0.39, -1.37, -1.23, -1.21, 0.36, 0.40, 0.42, 0.44, 0.44, 0.28, 0.36, 0.40, 0.37, 0.57, 0.60, 0.43, 0.39, 0.27, -0.22, 0.73, -0.21, -0.21, 0.69, -0.68, -0.48]}

=====

No. 3
{"formula": "C25H41FN3O3S2Si", "method": "ωB97M-V/def2-TZVPD", "charge": 1, "homo_energy_ev": -11.32, "lumo_energy_ev": -3.58, "smiles": "COCCCCc1cc(CCO[Si](C)(C)C)c(F)c(CCCO)[n+]1CCCSC(=S)n1ccnc1", "max_force_ev_per_a": 0.82, "orbital_gap_ev": 7.74, "symbols": ["C", "O", "C", "C", "C", "C", "C", "C", "C", "C", "C", "O", "Si", "C", "C", "C", "C", "F", "C", "C", "C", "C", "O", "N", "C", "C", "C", "S", "C", "S", "N", "C", "C", "N", "C", "H", "H", "H", "H", "H", "H", "H", "H", "H", "H", "H", "H", "H", "H", "H", "H", "H", "H", "H", "H", "H", "H", "H", "H", "H", "H", "H", "H", "H", "H", "H", "H", "H", "H", "H", "H", "H", "H", "H", "H", "H"], "coordinates": [[2.035, -0.621, 6.220], [2.201, 0.616, 5.567], [1.344, 0.793, 4.465], [1.972, 1.796, 3.504], [2.058, 1.281, 2.065], [1.899, 2.394, 0.991], [0.837, 2.072, -0.013], [-0.361, 2.745, 0.001], [-1.381, 2.462, -0.891], [-2.666, 3.199, -0.850], [-3.670, 2.506, 0.070], [-3.766, 1.144, -0.262], [-5.230, 0.341, -0.038], [-5.105, -1.211, -1.053], [-6.679, 1.325, -0.674], [-5.422, -0.128, 1.765], [-1.143, 1.443, -1.789], [-2.077, 1.118, -2.667], [0.044, 0.737, -1.823], [0.198, -0.410, -2.741], [0.027, -1.780, -2.050], [-0.567, -1.751, -0.665], [-1.901, -1.256, -0.760], [1.033, 1.101, -0.950], [2.368, 0.466, -1.028], [3.227, 1.009, -2.167], [4.418, 0.103, -2.470], [3.988, -1.299, -3.546], [4.896, -2.585, -2.701], [6.488, -2.691, -2.753], [4.106, -3.497, -1.956], [3.450, -4.612, -2.417], [2.801, -5.124, -1.333], [3.027, -4.355, -0.224], [3.816, -3.388, -0.626], [0.989, -0.815, 6.447], [2.422, -1.436, 5.610], [2.595, -0.587, 7.145], [0.367, 1.143, 4.804], [1.183, -0.167, 3.970], [2.981, 1.938, 3.872], [1.440, 2.739, 3.540], [1.324, 0.500, 1.882], [3.030, 0.820, 1.926], [2.835, 2.582, 0.477], [1.577, 3.301, 1.481], [-0.516, 3.525, 0.727], [-3.097, 3.231, -1.844], [-2.518, 4.219, -0.509], [-4.616, 3.028, -0.051], [-3.349, 2.626, 1.107], [-5.017, -0.937, -2.100], [-5.980, -1.831, -0.903], [-4.196, -1.743, -0.790], [-6.599, 1.437, -1.750], [-6.786, 2.314, -0.240], [-7.585, 0.782, -0.424], [-4.654, 0.319, 2.387], [-6.382, 0.174, 2.174], [-5.356, -1.206, 1.853], [-0.584, -0.324, -3.480], [1.138, -0.369, -3.277], [0.990, -2.268, -1.993], [-0.616, -2.399, -2.663], [0.029, -1.177, 0.045], [-0.583, -2.766, -0.283], [-2.079, -0.612, -0.072], [2.892, 0.676, -0.112], [2.257, -0.610, -1.086], [3.647, 1.958, -1.842], [2.622, 1.227, -3.041], [4.814, -0.307, -1.546], [5.227, 0.654, -2.929], [3.505, -4.954, -3.430], [2.191, -6.005, -1.313], [4.192, -2.625, 0.029]], "mulliken_charge": [-0.74, -0.34, -0.62, -0.63, -0.14, -2.10, 1.15, -0.60, 0.69, -1.99, -0.35, -0.21, 0.56, -1.01, -1.23, -1.20, 1.68, -0.49, 0.19, -1.69, -0.12, -0.07, -0.35, 0.48, -0.65, -0.70, -0.85, -0.07, -0.09, -0.10, 0.32, -0.10, -0.61, -0.58, -0.23, 0.32, 0.30, 0.26, 0.28, 0.40, 0.36, 0.36, 0.10, 0.39, 0.32, 0.74, 0.59, 0.37, 0.50, 0.36, 0.33, 0.27, 0.42, 0.23, 0.29, 0.38, 0.38, 0.32, 0.39, 0.32, 0.49, 0.18, -0.22, 0.58, -0.30, 0.56, 0.12, 0.58, -0.28, 0.37, 0.44, 0.41, 0.53, 0.43, 0.42, 0.49]}